# 1
{
  "formula": "C11H24BN2",
  "method": "ωB97M-V/def2-TZVPD",
  "charge": 1,
  "largest_force_ha_per_bohr": 0.1287,
  "relative_energy_ev": 0.867,
  "gap_ev": 8.56,
  "species": ["B", "C", "C", "C", "C", "C", "C", "C", "C", "C", "C", "C", "N", "N", "H", "H", "H", "H", "H", "H", "H", "H", "H", "H", "H", "H", "H", "H", "H", "H", "H", "H", "H", "H", "H", "H", "H", "H"],
  "positions_angstrom": [[0.375, 2.593, -0.421], [1.713, 2.223, -0.222], [-0.328, 3.948, 0.003], [-3.128, 1.088, 0.255], [-1.975, -2.474, 0.092], [3.924, -1.752, -0.202], [-0.283, 0.815, -1.253], [-1.791, 0.536, 0.767], [-1.556, -1.327, -0.806], [0.314, -0.692, 0.727], [1.457, -1.503, 0.130], [-0.853, -0.180, -0.157], [2.648, 1.522, -0.268], [2.793, -0.992, 0.380], [-1.380, 4.080, -0.528], [0.320, 4.729, -0.002], [-0.650, 3.744, 1.031], [-3.018, 1.989, -0.428], [-3.800, 1.222, 1.101], [-3.668, 0.296, -0.238], [-2.541, -3.229, -0.397], [-1.012, -2.934, 0.562], [-2.540, -2.099, 0.942], [4.048, -1.361, -1.127], [4.902, -1.594, 0.356], [3.774, -2.766, -0.120], [0.607, 0.397, -1.741], [-1.059, 1.086, -2.099], [-1.745, 0.041, 1.725], [-1.282, 1.475, 1.092], [-2.384, -0.846, -1.306], [-0.965, -1.735, -1.651], [0.815, 0.188, 1.132], [-0.153, -1.425, 1.421], [1.465, -2.518, 0.571], [1.176, -1.515, -0.923], [2.957, -1.185, 1.370], [2.822, 0.155, 0.227]]
}

=====

# 2
{
  "formula": "C3H11NO2S",
  "method": "ωB97M-V/def2-TZVPD",
  "charge": 1,
  "largest_force_ha_per_bohr": 0.0273,
  "relative_energy_ev": 0.000,
  "gap_ev": [11.17, 5.55],
  "spin_multiplicity": 2,
  "species": ["C", "O", "C", "C", "S", "N", "H", "H", "H", "H", "H", "H", "H", "H", "H", "H", "H", "O"],
  "positions_angstrom": [[1.387, -0.015, -0.475], [1.537, -0.904, -1.586], [-0.041, 0.483, -0.663], [-0.445, 1.587, 0.327], [-1.886, 2.405, -0.274], [-1.078, -0.499, -0.655], [1.464, -0.584, 0.457], [2.124, 0.775, -0.621], [2.130, -1.642, -1.367], [-0.047, 0.958, -1.648], [0.314, 2.343, 0.538], [-0.760, 1.148, 1.290], [-2.344, 1.353, -0.996], [-1.005, -1.101, 0.183], [-1.045, -1.056, -1.501], [0.098, -1.020, 2.455], [-0.402, -2.403, 2.601], [0.000, -1.829, 1.934]]
}

=====

# 3
{
  "formula": "C45H105N15O15",
  "method": "ωB97M-V/def2-TZVPD",
  "largest_force_ha_per_bohr": 0.0330,
  "relative_energy_ev": 1.353,
  "gap_ev": 8.36,
  "species": ["C", "C", "O", "N", "C", "H", "H", "H", "H", "H", "H", "H", "C", "C", "O", "N", "C", "H", "H", "H", "H", "H", "H", "H", "C", "C", "O", "N", "C", "H", "H", "H", "H", "H", "H", "H", "C", "C", "O", "N", "C", "H", "H", "H", "H", "H", "H", "H", "C", "C", "O", "N", "C", "H", "H", "H", "H", "H", "H", "H", "C", "C", "O", "N", "C", "H", "H", "H", "H", "H", "H", "H", "C", "C", "O", "N", "C", "H", "H", "H", "H", "H", "H", "H", "C", "C", "O", "N", "C", "H", "H", "H", "H", "H", "H", "H", "C", "C", "O", "N", "C", "H", "H", "H", "H", "H", "H", "H", "C", "C", "O", "N", "C", "H", "H", "H", "H", "H", "H", "H", "C", "C", "O", "N", "C", "H", "H", "H", "H", "H", "H", "H", "C", "C", "O", "N", "C", "H", "H", "H", "H", "H", "H", "H", "C", "C", "O", "N", "C", "H", "H", "H", "H", "H", "H", "H", "C", "C", "O", "N", "C", "H", "H", "H", "H", "H", "H", "H", "C", "C", "O", "N", "C", "H", "H", "H", "H", "H", "H", "H"],
  "positions_angstrom": [[-6.180, 1.524, 5.968], [-5.243, 1.529, 4.794], [-5.331, 0.694, 3.904], [-4.407, 2.594, 4.757], [-3.424, 2.818, 3.707], [-5.668, 1.066, 6.822], [-6.999, 0.833, 5.781], [-6.561, 2.506, 6.231], [-4.372, 3.115, 5.616], [-3.593, 2.151, 2.868], [-2.414, 2.688, 4.105], [-3.490, 3.862, 3.398], [4.209, 1.394, 0.199], [4.784, 1.784, -1.138], [5.969, 1.620, -1.396], [3.890, 2.256, -2.036], [4.212, 2.653, -3.402], [4.938, 1.573, 0.990], [4.091, 0.309, 0.265], [3.249, 1.873, 0.383], [2.969, 2.491, -1.701], [3.520, 2.167, -4.088], [5.246, 2.393, -3.599], [4.068, 3.731, -3.482], [-5.452, 3.488, -0.377], [-5.391, 2.273, 0.517], [-4.571, 1.397, 0.247], [-6.292, 2.087, 1.509], [-7.446, 2.925, 1.742], [-6.204, 4.235, -0.153], [-5.491, 3.105, -1.391], [-4.460, 3.938, -0.291], [-6.201, 1.279, 2.105], [-7.939, 2.606, 2.660], [-8.215, 2.782, 0.972], [-7.240, 3.992, 1.801], [4.884, -2.231, 1.047], [6.009, -2.564, 0.092], [6.494, -3.679, 0.017], [6.349, -1.537, -0.752], [7.434, -1.659, -1.682], [4.802, -2.960, 1.846], [3.963, -1.995, 0.517], [5.088, -1.269, 1.545], [6.001, -0.618, -0.533], [7.866, -2.648, -1.562], [8.222, -0.941, -1.428], [7.139, -1.447, -2.708], [1.765, -5.514, 4.706], [2.315, -4.374, 3.889], [3.105, -4.561, 2.987], [1.788, -3.150, 4.158], [1.948, -2.004, 3.294], [0.672, -5.547, 4.753], [2.087, -5.516, 5.751], [2.081, -6.445, 4.241], [1.157, -3.097, 4.939], [2.212, -2.251, 2.271], [2.743, -1.395, 3.718], [1.026, -1.435, 3.180], [0.104, 3.778, -3.146], [1.081, 4.290, -4.167], [1.772, 5.285, -3.951], [1.149, 3.594, -5.307], [2.038, 3.939, -6.402], [0.552, 3.729, -2.153], [-0.149, 2.734, -3.361], [-0.790, 4.397, -3.124], [0.514, 2.816, -5.440], [1.655, 4.815, -6.927], [2.071, 3.099, -7.092], [3.041, 4.105, -6.015], [1.359, 2.432, 3.186], [2.741, 1.902, 3.463], [3.098, 0.806, 3.076], [3.535, 2.712, 4.214], [4.838, 2.362, 4.699], [1.049, 2.154, 2.181], [1.303, 3.520, 3.272], [0.622, 2.010, 3.874], [3.138, 3.566, 4.563], [5.228, 1.464, 4.214], [4.811, 2.064, 5.753], [5.595, 3.123, 4.517], [3.263, 5.151, 1.406], [1.976, 4.960, 0.639], [1.582, 3.848, 0.301], [1.314, 6.088, 0.298], [0.234, 6.076, -0.688], [3.114, 5.904, 2.186], [4.015, 5.609, 0.756], [3.620, 4.198, 1.774], [1.748, 6.992, 0.363], [-0.384, 5.183, -0.630], [0.622, 6.202, -1.697], [-0.506, 6.834, -0.414], [-0.391, -4.693, 1.608], [-1.435, -5.551, 2.274], [-1.703, -6.665, 1.853], [-2.041, -5.009, 3.358], [-3.012, -5.764, 4.126], [0.387, -5.330, 1.199], [0.029, -3.892, 2.217], [-0.861, -4.190, 0.752], [-1.749, -4.122, 3.744], [-2.512, -6.358, 4.899], [-3.650, -6.399, 3.524], [-3.638, -5.053, 4.672], [-1.098, -0.670, -4.663], [-0.336, -0.108, -5.842], [0.049, 1.067, -5.867], [0.015, -0.967, -6.815], [-0.538, -2.300, -7.076], [-1.062, 0.056, -3.847], [-0.411, -1.387, -4.195], [-2.126, -0.920, -4.890], [0.592, -0.579, -7.545], [-1.118, -2.262, -8.000], [-1.184, -2.555, -6.243], [0.256, -3.029, -7.213], [2.787, -4.787, -0.661], [3.492, -5.934, -1.369], [3.335, -7.100, -1.050], [4.338, -5.567, -2.376], [5.180, -6.552, -3.005], [1.727, -4.746, -0.896], [3.276, -3.844, -0.910], [3.000, -4.983, 0.393], [4.250, -4.645, -2.758], [5.838, -6.993, -2.250], [5.824, -6.113, -3.761], [4.597, -7.384, -3.405], [-2.988, -4.994, -0.871], [-2.602, -3.697, -1.554], [-1.495, -3.522, -2.029], [-3.549, -2.726, -1.516], [-3.305, -1.366, -1.981], [-3.723, -5.563, -1.449], [-3.394, -4.836, 0.129], [-2.127, -5.654, -0.794], [-4.417, -2.983, -1.081], [-3.965, -0.663, -1.476], [-3.517, -1.351, -3.053], [-2.261, -1.116, -1.806], [1.189, -1.296, 0.034], [0.156, -0.287, -0.396], [-0.237, -0.163, -1.544], [-0.361, 0.436, 0.641], [-1.277, 1.532, 0.425], [0.644, -1.835, 0.815], [2.111, -0.853, 0.396], [1.376, -1.986, -0.784], [-0.306, 0.008, 1.550], [-0.793, 2.387, -0.053], [-1.612, 1.876, 1.403], [-2.106, 1.194, -0.194], [-3.622, 1.901, -3.320], [-3.369, 3.338, -3.719], [-3.815, 4.248, -3.015], [-2.745, 3.529, -4.904], [-2.469, 4.825, -5.448], [-2.777, 1.270, -3.622], [-4.494, 1.407, -3.751], [-3.691, 1.827, -2.235], [-2.339, 2.707, -5.319], [-3.344, 5.255, -5.926], [-1.647, 4.719, -6.157], [-2.057, 5.485, -4.684], [-2.451, -0.400, 5.066], [-2.201, -1.333, 3.911], [-1.294, -2.164, 3.927], [-3.031, -1.163, 2.878], [-2.914, -1.921, 1.656], [-3.141, -0.784, 5.817], [-2.768, 0.565, 4.689], [-1.516, -0.247, 5.609], [-3.823, -0.546, 3.008], [-3.524, -1.432, 0.897], [-3.305, -2.943, 1.704], [-1.872, -1.993, 1.352]]
}

=====

# 4
{
  "formula": "C5H10O",
  "method": "ωB97M-V/def2-TZVPD",
  "largest_force_ha_per_bohr": 0.0613,
  "relative_energy_ev": 2.712,
  "gap_ev": 10.19,
  "species": ["C", "C", "C", "C", "O", "C", "H", "H", "H", "H", "H", "H", "H", "H", "H", "H"],
  "positions_angstrom": [[-1.100, -1.999, 1.535], [-0.883, -1.576, 0.285], [-1.000, -0.149, -0.193], [0.392, 0.648, 0.411], [0.851, 1.880, -0.063], [1.528, 1.767, -1.302], [-1.484, -1.344, 2.317], [-0.889, -3.025, 1.839], [-0.493, -2.291, -0.438], [-1.001, -0.042, -1.266], [-1.969, 0.264, 0.181], [1.208, -0.082, 0.384], [-0.283, 0.707, 1.216], [1.928, 2.751, -1.572], [0.830, 1.441, -2.082], [2.366, 1.051, -1.254]]
}